[1]
{"formula": "C6H13N", "method": "wB97M-V/def2-TZVPD", "gap_ev": 10.1, "de_lowest_kj_mol": 242.92, "energy_ha": -291.06622, "smiles": "C=CCCCCN", "homo_energy_ev": -9.00, "symbols": ["C", "C", "C", "C", "C", "C", "N", "H", "H", "H", "H", "H", "H", "H", "H", "H", "H", "H", "H", "H"], "positions_angstrom": [[2.41015, -0.03310, 1.27260], [2.34771, -0.63603, 0.03995], [1.29727, -0.30863, -0.97127], [0.33157, 0.84130, -0.71098], [-0.62415, 0.66606, 0.53001], [-1.82557, -0.38238, 0.30534], [-3.04448, 0.00031, -0.47948], [1.71355, 0.61823, 1.70283], [3.12898, -0.40096, 2.00006], [3.33460, -0.94104, -0.30740], [1.64179, -0.39566, -2.10055], [0.56281, -1.06773, -0.80985], [-0.32646, 0.80616, -1.54224], [0.98021, 1.75425, -0.79919], [-0.23830, 0.38577, 1.55355], [-0.96601, 1.68366, 0.65133], [-1.41915, -1.36887, -0.24588], [-2.20137, -0.73747, 1.25123], [-3.17458, -0.61763, -1.32303], [-3.92860, 0.13375, -0.01704]], "atomic_forces_ev_per_a": [[0.7, -2.5, -1.4], [1.1, 3.5, 1.4], [-0.2, -1.0, -1.4], [1.7, 0.1, 0.8], [-0.6, -0.5, 0.0], [0.2, -1.3, -1.8], [1.3, -0.6, -2.0], [-1.2, 0.7, 0.2], [0.5, 0.3, -0.3], [-0.5, -1.2, 0.0], [-0.5, 0.3, 2.4], [-0.2, -1.6, -0.6], [-0.7, 0.4, -0.9], [-1.2, -0.2, 0.7], [0.2, 0.2, -1.5], [-0.9, 0.2, 0.3], [-0.5, 2.2, 1.3], [0.4, 0.0, 0.6], [0.1, 1.1, 1.5], [0.3, -0.2, 0.4]]}



[2]
{"formula": "C26H23I2IrN2P2S", "method": "wB97M-V/def2-TZVPD", "gap_ev": 7.2, "total_charge": 2, "de_lowest_kj_mol": 0.00, "energy_ha": -2894.21408, "homo_energy_ev": -14.61, "symbols": ["Ir", "N", "P", "C", "C", "C", "C", "C", "C", "C", "C", "C", "C", "C", "C", "P", "C", "C", "C", "C", "C", "C", "C", "C", "C", "C", "C", "C", "H", "H", "H", "H", "H", "H", "H", "H", "H", "H", "H", "H", "H", "H", "H", "H", "H", "H", "H", "H", "H", "I", "C", "I", "H", "H", "S", "C", "N"], "positions_angstrom": [[1.92925, -0.81941, -0.58838], [-0.19527, 0.65608, 0.68139], [0.84456, 1.18550, -0.53266], [1.29568, 2.84342, -0.03748], [0.91394, 3.90618, -0.86284], [1.15352, 5.20790, -0.45160], [1.79116, 5.45028, 0.75449], [2.19833, 4.39549, 1.56279], [1.96495, 3.09015, 1.16955], [-0.15217, 1.30206, -2.02870], [0.48916, 1.50234, -3.25913], [-0.25864, 1.56875, -4.42635], [-1.63983, 1.41882, -4.37092], [-2.27425, 1.22167, -3.15226], [-1.53557, 1.16540, -1.97657], [0.02689, -1.02566, 0.78597], [-1.46800, -1.83834, 0.22337], [-2.68115, -1.50927, 0.83511], [-3.85637, -2.09344, 0.39914], [-3.82768, -3.02267, -0.63711], [-2.62688, -3.36357, -1.23914], [-1.44853, -2.76566, -0.81211], [0.13830, -1.41466, 2.52530], [0.55713, -0.49133, 3.48262], [0.59596, -0.86050, 4.81705], [0.24521, -2.15019, 5.19404], [-0.14658, -3.08099, 4.24100], [-0.19919, -2.71803, 2.90615], [-0.46102, 1.23692, 1.46792], [0.41321, 3.72686, -1.80354], [0.84372, 6.03299, -1.07833], [1.98401, 6.46905, 1.06388], [2.70843, 4.59305, 2.49587], [2.29939, 2.27781, 1.79198], [1.56582, 1.64547, -3.30241], [0.23237, 1.74922, -5.37378], [-2.22294, 1.46306, -5.28124], [-3.35092, 1.12165, -3.11233], [-2.03516, 1.01704, -1.02827], [-2.70786, -0.80151, 1.65668], [-4.79550, -1.83445, 0.86919], [-4.74777, -3.48478, -0.96965], [-2.60941, -4.09428, -2.03695], [-0.51061, -3.03142, -1.27831], [0.86427, 0.50648, 3.20033], [0.91064, -0.14327, 5.56295], [0.27878, -2.43212, 6.23808], [-0.41629, -4.08542, 4.53805], [-0.52166, -3.44194, 2.16684], [2.51560, -3.54125, -0.59101], [1.98519, -3.45763, -2.64105], [1.19454, -1.49940, -2.96500], [1.22779, -4.20199, -2.86119], [2.87539, -3.58787, -3.24498], [4.23594, -0.13337, -0.88197], [3.56150, 0.07486, 0.63096], [2.84865, 0.09593, 1.56455]], "atomic_forces_ev_per_a": [[-0.2, 0.4, 2.1], [0.1, -0.1, 0.4], [-1.1, 0.1, 0.0], [0.5, -0.1, -0.3], [0.0, 0.0, 0.1], [0.0, 0.0, -0.1], [0.0, 0.1, 0.0], [0.0, 0.0, 0.0], [-0.1, 0.1, -0.1], [0.2, 0.2, -0.1], [0.0, 0.1, 0.0], [0.0, 0.0, 0.0], [0.0, 0.0, 0.0], [0.0, 0.0, 0.0], [0.0, 0.0, 0.0], [-0.3, 0.4, -0.5], [-0.1, 0.0, -0.1], [0.0, 0.0, 0.1], [0.0, 0.0, 0.0], [0.0, 0.0, 0.0], [0.0, 0.0, 0.0], [-0.1, 0.0, 0.0], [0.2, -0.3, -0.1], [0.0, 0.0, 0.0], [0.0, 0.0, 0.0], [0.0, 0.0, 0.0], [0.0, 0.0, 0.0], [0.0, 0.0, 0.0], [-0.2, 0.1, -0.1], [0.0, 0.0, 0.0], [0.0, 0.0, 0.0], [0.0, 0.0, 0.0], [0.0, 0.0, 0.0], [0.0, 0.0, 0.1], [0.0, 0.0, 0.0], [0.0, 0.0, 0.0], [0.0, 0.0, 0.0], [0.0, 0.0, 0.0], [0.0, 0.0, 0.0], [0.0, 0.0, 0.0], [0.0, 0.0, 0.0], [0.0, 0.0, 0.0], [0.0, 0.0, 0.0], [0.0, -0.1, 0.0], [0.0, 0.0, 0.0], [0.0, 0.0, 0.0], [0.0, 0.0, 0.0], [0.0, 0.0, 0.0], [0.0, 0.0, 0.0], [0.3, -0.2, 0.1], [0.0, -0.1, -0.2], [-0.1, -0.1, -0.3], [0.0, 0.0, 0.0], [0.0, 0.0, 0.0], [0.5, 0.4, 0.0], [1.1, -0.3, -1.1], [-0.6, -0.5, -0.1]]}



[3]
{"formula": "C25H30F3MnO7", "method": "wB97M-V/def2-TZVPD", "gap_ev": [2.7, 2.9], "total_charge": -2, "multiplicity": 5, "de_lowest_kj_mol": 0.00, "energy_ha": -2947.76160, "s_squared": 6.0532, "homo_energy_ev": [1.20, 0.98], "symbols": ["C", "C", "C", "C", "H", "H", "C", "H", "H", "C", "H", "H", "C", "C", "C", "O", "O", "O", "O", "C", "H", "H", "H", "C", "H", "H", "H", "O", "H", "H", "C", "C", "H", "H", "H", "H", "H", "H", "Mn", "C", "C", "C", "H", "C", "C", "H", "H", "H", "H", "C", "C", "C", "H", "C", "C", "H", "H", "H", "H", "F", "C", "F", "F", "C", "O", "O"], "positions_angstrom": [[2.34294, -0.96513, -2.42242], [1.24812, 0.10194, -2.67223], [2.64668, -0.95750, -0.89506], [2.18058, 0.42356, -0.40229], [3.70941, -1.15715, -0.73121], [2.04480, -1.75015, -0.42653], [0.89625, 0.67168, -1.29411], [0.38082, -0.36511, -3.15180], [1.63935, 0.90389, -3.31563], [-0.32866, -0.07221, -0.72845], [0.67577, 1.75265, -1.33825], [2.91525, 1.17774, -0.73838], [2.01250, 0.60901, 1.05873], [1.93047, -2.36880, -2.80029], [3.60267, -0.80521, -3.28727], [4.66600, -0.53100, -2.76927], [0.78885, -2.72898, -3.04029], [2.99026, -3.18798, -2.86311], [3.55280, -1.06798, -4.62108], [2.34678, -1.07372, -5.42810], [1.48559, -0.56451, -4.95962], [2.09558, -2.11400, -5.67719], [2.62678, -0.54394, -6.34642], [2.68490, -4.53294, -3.23894], [2.10924, -5.03387, -2.44970], [3.66055, -4.99992, -3.37015], [2.10668, -4.55770, -4.17119], [-0.70529, 0.50871, 0.46008], [-0.10749, -1.15712, -0.61128], [-1.16095, -0.02120, -1.46082], [2.28855, 1.92815, 1.63380], [1.72365, -0.50912, 1.95251], [2.46028, -1.32666, 1.85611], [0.72187, -0.93763, 1.77553], [1.72803, -0.15501, 2.99411], [1.59235, 2.14258, 2.45758], [2.21337, 2.72740, 0.88567], [3.31025, 1.95170, 2.05482], [-2.37035, 0.59005, 1.33679], [-3.26935, 2.99857, 1.80232], [-2.02033, 3.14937, 1.13789], [-2.06159, 2.42411, -0.08316], [-1.18998, 3.77840, 1.46360], [-3.34968, 1.76492, -0.16586], [-4.08722, 2.13057, 1.02668], [-5.14335, 1.95170, 1.21732], [-3.58249, 3.54308, 2.68938], [-1.35377, 2.53884, -0.90146], [-3.72741, 1.25257, -1.04418], [-2.75489, -1.04537, 2.76598], [-3.98775, -0.43727, 2.36244], [-4.14698, -0.66651, 0.95534], [-4.71651, -0.00514, 3.04097], [-2.97749, -1.33692, 0.47689], [-2.10889, -1.56814, 1.59836], [-1.17705, -2.12865, 1.60328], [-2.41438, -1.19795, 3.78603], [-5.04715, -0.47995, 0.37801], [-2.81684, -1.71274, -0.53239], [-1.38864, 2.18350, 6.41927], [-0.84826, 2.02135, 5.18765], [-0.26805, 3.21002, 4.81562], [0.16070, 1.10272, 5.28741], [-1.92510, 1.60490, 4.09727], [-3.11625, 1.82150, 4.32115], [-1.38649, 1.09801, 3.03952]], "atomic_forces_ev_per_a": [[0.3, -0.7, -0.7], [0.4, 0.3, 0.1], [0.1, 0.1, -0.2], [-0.4, 0.3, -0.9], [-0.2, 0.0, 0.1], [0.2, 0.2, 0.0], [0.0, -0.3, 0.3], [0.1, 0.2, 0.1], [0.0, -0.2, 0.0], [-0.8, 1.1, 1.3], [-0.1, -0.5, 0.1], [0.0, -0.2, -0.1], [0.1, -0.2, -0.7], [-2.2, -0.1, -0.2], [0.9, 0.7, 1.4], [-0.6, -0.2, -1.3], [1.4, 0.0, 0.2], [-0.2, -0.5, 0.1], [-0.2, 0.5, -0.1], [0.2, 0.1, 0.3], [0.6, -0.4, -0.2], [0.0, 0.3, 0.2], [-0.1, -0.1, 0.2], [0.0, 0.0, 0.1], [0.1, 0.1, -0.2], [-0.2, -0.1, 0.0], [0.1, 0.0, 0.2], [2.8, -0.6, -0.6], [0.1, -0.1, -0.2], [0.1, 0.0, -0.3], [-0.1, 0.6, 0.3], [-0.3, -0.7, 0.7], [0.0, 0.0, 0.1], [0.2, 0.2, 0.0], [0.0, -0.2, -0.2], [0.1, 0.1, -0.2], [0.0, -0.1, 0.2], [0.0, 0.2, 0.0], [0.5, -0.5, -0.2], [-0.4, 0.3, -1.1], [-0.5, 0.5, -0.9], [-2.0, 1.6, -0.2], [-0.2, -0.4, 0.0], [0.3, 2.2, -0.3], [0.4, 1.7, -0.7], [0.4, -0.3, 0.1], [0.2, -0.5, -0.1], [0.0, -0.5, 0.4], [0.1, -0.1, 0.2], [-0.7, -1.9, -0.8], [-0.2, -1.4, 0.1], [0.0, -1.9, 0.7], [0.3, 0.1, -0.2], [-0.8, -0.2, 0.2], [-1.2, -0.7, 1.4], [-0.1, 0.4, -0.1], [0.1, 0.5, -0.3], [0.4, 0.4, 0.0], [0.0, 0.3, 0.2], [0.6, 0.0, -0.4], [-0.3, -0.3, -1.1], [-0.2, -0.7, 0.6], [-0.5, 0.7, 0.3], [0.2, -0.9, -2.0], [0.9, 0.0, 1.0], [0.7, 1.6, 3.2]]}